Record 1
Molecular formula: C21H49N7O11SZn
Method: DFT, ωB97M-V/def2-TZVPD

XYZ file:
```
90
Properties=species:S:1:pos:R:3:forces:R:3:mulliken_charge:R:1
Zn -1.193942 0.977145 3.160639 0.3196 -0.6081 -1.0419 0.500
S -0.279246 0.417271 0.756090 0.0092 -1.3866 0.1281 0.536
O -1.156300 -0.396395 1.669468 -1.7670 -1.5111 -0.5911 -0.575
O -0.220495 1.613227 1.592649 1.0744 3.8630 0.4120 -0.658
O 0.983299 -0.306171 0.799855 0.5264 0.1876 -1.1859 -0.972
O -0.793770 0.766124 -0.584282 0.2525 -0.8734 1.4175 -0.154
C -5.157472 2.589328 2.208563 0.5241 -0.7341 0.0642 -1.455
C -3.788405 2.089310 1.703473 -2.5721 1.9200 -1.2614 0.668
O -3.017799 1.563060 2.464846 1.8705 -1.7248 3.1157 -0.203
N -3.440347 2.306435 0.442524 0.3864 0.1285 -0.1239 0.463
C -3.920924 3.364550 -0.434347 -0.7678 -0.1923 -0.0113 -1.070
H -5.130666 3.678452 2.209308 -0.3025 -0.0226 0.0454 0.376
H -5.332615 2.192022 3.207839 0.4632 0.3381 0.1658 0.365
H -6.020465 2.192857 1.673478 0.2621 0.3245 -0.6606 0.345
H -2.548309 1.883362 0.214061 0.2653 0.1028 -0.2622 -0.281
H -3.101901 3.685813 -1.074892 -0.1346 -0.1038 -0.0328 0.219
H -4.294617 4.227543 0.116738 0.2745 -0.0243 0.2040 0.396
H -4.772296 3.014455 -1.018752 0.1914 -0.0090 -0.3192 0.373
C -0.697607 -1.579668 -3.776837 0.2417 0.9330 0.7864 -0.609
C -1.822700 -0.579198 -4.068713 -0.5989 -1.7312 -1.4564 0.777
O -2.546784 -0.748950 -5.047317 0.3155 0.1399 0.2497 -0.721
N -2.075761 0.390453 -3.173604 0.5073 -0.5719 -0.0886 0.271
C -3.332388 1.075693 -3.191669 -0.2606 0.8127 0.4888 -0.860
H -0.221255 -2.057477 -4.630578 -0.2872 0.5003 -0.2864 0.402
H -1.051724 -2.401474 -3.153258 -0.3152 0.1582 0.1144 0.181
H 0.039284 -1.027159 -3.189981 0.3740 -0.3038 0.0500 -0.037
H -1.485852 0.490160 -2.359788 -0.0949 -0.1004 0.0641 0.062
H -3.791431 0.931249 -2.211829 -0.1451 0.3251 0.0979 0.082
H -4.058929 0.740304 -3.928805 0.5469 -0.4082 -0.1760 0.414
H -3.146775 2.133034 -3.388721 -0.2914 0.1733 0.1619 0.287
C 2.552567 0.502929 5.363740 -0.8585 -0.7991 1.1052 -1.058
C 1.395756 -0.182547 4.715380 0.1206 -0.8343 -2.2570 0.726
O 0.543436 0.510829 4.126362 -1.4346 0.5534 0.5428 -0.359
N 1.444810 -1.516890 4.528269 1.1948 2.0706 1.5301 -0.013
C 0.546274 -2.369360 3.867144 -1.0854 -2.1615 -0.0809 -0.837
H 3.098683 1.087118 4.625866 0.1608 -0.2641 0.0727 0.186
H 3.087311 -0.283430 5.896283 0.7603 0.4216 -0.1892 0.348
H 2.140113 1.160929 6.129028 0.1184 0.2246 -0.1058 0.348
H 2.171700 -2.012844 5.022440 0.1117 0.2606 -0.0252 0.295
H -0.434156 -1.978954 3.603058 0.3972 0.4276 -0.1839 0.134
H 0.377305 -3.189075 4.569659 -0.4069 -0.0828 0.0271 0.468
H 1.020056 -2.894983 3.036677 -0.0929 0.5417 -0.4554 0.096
C 2.756524 2.588636 -5.091513 -0.4333 0.0608 -0.6204 -1.079
C 1.714802 3.364460 -4.274298 1.7293 1.5585 -1.5244 0.805
O 1.482566 4.537975 -4.557142 -0.3171 -0.5857 0.1276 -0.667
N 1.122602 2.747381 -3.255539 -0.4788 -0.8140 0.2832 0.217
C 0.181704 3.397462 -2.411981 -0.9073 0.6898 0.8641 -0.900
H 3.727299 2.468472 -4.611023 -0.3311 -0.5623 0.5099 0.243
H 3.037772 3.096202 -6.014676 -0.4497 0.6667 0.2213 0.329
H 2.280647 1.689682 -5.486322 0.4177 -0.5380 0.5600 0.293
H 1.473871 1.911127 -2.816821 0.2823 -0.1058 -0.6746 -0.161
H 0.699014 3.568110 -1.466755 -0.6208 0.0195 0.3903 0.357
H -0.724628 2.797726 -2.317624 0.2435 -0.3773 0.4650 0.063
H -0.224817 4.349624 -2.749748 0.7811 0.0679 -0.5393 0.391
C -1.618666 -4.149788 1.388913 -1.3671 1.2214 -0.8033 -0.302
C -2.995204 -3.552876 1.014934 -0.2123 -1.4738 0.8383 0.636
O -4.002671 -4.196219 1.258655 -0.3769 -0.2250 -0.0360 -0.715
N -3.045093 -2.346207 0.453528 0.0528 1.2749 -1.0470 0.184
C -4.254240 -1.840251 -0.233628 0.1528 -0.9357 0.9671 -0.872
H -0.912902 -3.333164 1.236259 0.5980 -0.4320 0.4270 -0.266
H -1.465051 -4.967432 0.685870 0.2655 -0.0070 0.1280 0.320
H -1.735571 -4.532257 2.400993 0.4170 0.0890 -0.0285 0.290
H -2.161491 -1.906388 0.242658 -0.2126 0.1861 0.1074 -0.247
H -5.131723 -2.179715 0.316690 0.1354 -0.1708 0.1164 0.404
H -4.322541 -2.312715 -1.213287 -0.0218 0.5263 -0.2565 0.340
H -4.314963 -0.753211 -0.213504 0.4628 -0.0294 -0.3834 0.095
C 4.144323 -2.328223 1.995591 -1.4209 -0.3594 -1.2057 -0.545
C 3.359823 -3.177702 0.990543 1.0288 -2.4222 0.3009 0.817
O 3.590380 -4.383444 0.931876 0.3510 -0.1583 0.0237 -0.751
N 2.380505 -2.667049 0.266565 -0.8498 2.1457 0.0700 0.685
C 1.484756 -3.364858 -0.632035 0.4055 -0.2149 0.2641 -0.963
H 5.115461 -2.793534 2.143933 -0.0799 0.2544 -0.0166 0.366
H 3.495834 -2.475362 2.859979 0.4102 0.5427 0.4808 -0.054
H 4.147743 -1.305048 1.620136 0.3242 0.1889 0.5476 0.109
H 2.077463 -1.731090 0.507200 0.0140 -0.0835 -0.1980 -0.147
H 2.027512 -3.645690 -1.534638 -0.2256 0.0065 -0.1433 0.346
H 0.674581 -2.666438 -0.838835 0.0328 -0.0957 -0.2653 0.160
H 1.070197 -4.270926 -0.189850 0.0948 -0.0206 0.0901 0.344
C 3.671897 0.181005 -1.934116 0.0793 0.4242 -0.6138 -0.497
C 4.079401 1.117336 -0.811380 1.5980 -0.9814 0.0345 0.885
O 5.183683 1.672603 -0.884208 -1.4185 0.2119 0.3411 -0.722
N 3.320889 1.069226 0.309186 0.5631 -0.0955 -0.5313 0.683
C 3.651648 1.821531 1.476585 -0.7685 0.7476 0.1603 -0.985
H 4.444426 0.262863 -2.697849 0.1841 -0.2476 0.2194 0.290
H 2.771290 0.451223 -2.484659 -0.3683 -0.0880 0.4334 -0.136
H 3.599864 -0.840900 -1.562451 -0.1141 -0.0074 -0.0797 0.175
H 2.520422 0.454203 0.403827 -0.0593 0.1775 -0.4970 -0.157
H 4.080800 2.773972 1.167224 0.1801 -0.0637 0.2194 0.413
H 4.295052 1.328768 2.207615 0.2441 -0.1605 -0.1886 0.226
H 2.679146 2.011821 1.935060 0.1322 0.2357 0.4130 0.245
```
Forces are in eV/Å.

Computed properties:
* spin multiplicity: 1
* HOMO-LUMO gap: 7.5105 eV
* HOMO: -9.146 eV

Record 2
Molecular formula: C2H9N2
Method: DFT, ωB97M-V/def2-TZVPD

XYZ file:
```
13
Properties=species:S:1:pos:R:3:forces:R:3:nbo_charge:R:1
C -3.454607 -4.053796 0.592509 0.4241 -0.5807 -0.2821 -0.519
H -4.341751 -4.697017 0.745036 0.2433 -0.2391 0.5480 0.352
H -2.802082 -4.533003 -0.157113 -0.4720 0.4391 -0.4024 0.312
H -3.408392 -2.919279 0.461837 0.6341 -0.2501 0.3385 0.394
H -3.085250 -3.884653 1.713023 -1.0036 0.4366 -0.1462 0.461
N 1.114195 0.546483 -0.639059 0.6378 -0.0382 -0.3855 -0.711
C 1.000125 1.749757 -0.128432 -0.1618 0.6742 -0.4224 0.402
N 2.009898 2.568866 -0.005116 0.0355 0.0965 -0.2345 -0.680
H 1.974688 0.316955 -1.126155 0.0214 -0.1124 0.2886 0.428
H 0.379718 -0.118641 -0.809154 -0.4142 0.4063 0.2629 0.436
H 0.043327 2.203485 0.138696 0.0250 -0.7156 0.1431 0.243
H 1.829383 3.534530 0.229305 0.0442 -0.0128 0.1889 0.448
H 2.947647 2.359921 -0.325987 -0.0137 -0.1039 0.1031 0.434
```
Forces are in eV/Å.

Computed properties:
* spin multiplicity: 2
* HOMO-LUMO gap (spin up / spin down): 12.0107 / 3.8397 eV
* charge: +2
* expectation value of S²: 0.752
* HOMO (spin up / spin down): -18.647 / -18.647 eV

Record 3
Molecular formula: C5H6O2Tl
Method: DFT, ωB97M-V/def2-TZVPD

XYZ file:
```
14
Properties=species:S:1:pos:R:3:forces:R:3:nbo_charge:R:1
C 0.412060 1.464548 -1.068237 -1.9480 -1.6398 0.8609 -0.097
C -0.105940 0.514206 -0.502320 -0.3214 2.5406 -1.5121 -0.086
C -1.053710 -0.468550 0.032513 0.5177 -0.1644 0.1798 -0.583
C -1.637025 -0.036086 1.353362 1.2399 0.0025 -0.1477 0.549
O -2.800411 -0.186623 1.659126 0.4002 0.1597 0.6227 -0.690
Tl -4.754624 -0.471389 0.518561 -1.2166 -0.1567 -0.5658 0.956
H 0.705357 2.325080 -1.644926 0.3903 -0.4164 0.3920 0.253
H -0.519607 -1.415755 0.228631 -0.1926 0.0273 0.0915 0.279
H -1.858431 -0.689262 -0.681914 0.1876 0.0316 0.0697 0.232
H -0.927648 0.407886 2.079393 -0.2430 -0.0665 -0.1677 0.176
C 2.768374 0.134131 -0.226002 0.6057 -0.4411 -0.1663 0.074
O 3.485040 -0.760599 -0.859143 -0.0228 -0.3319 0.8206 -0.628
H 3.260016 0.244959 0.767425 0.4668 -0.0263 -0.2489 0.069
H 3.026549 -1.062548 -1.656470 0.1363 0.4813 -0.2287 0.494
```
Forces are in eV/Å.

Computed properties:
* spin multiplicity: 1
* HOMO-LUMO gap: 5.9445 eV
* charge: +1
* HOMO: -10.565 eV

For the records above, the corresponding relative energy (zero: lowest compared OMol25 entry of this formula, charge and spin) values read 67.2, 30.6, 4.9 kcal/mol.